Record 1
41
Properties=species:S:1:pos:R:3 method="wB97M-V/def2-TZVPD" e_homo_ev=-8.54 gap_ev=8.48 fmax_ev_per_a=17.30 lumo_ev=-0.060 smiles="CN(CC(=O)Nc1ccccc1F)CC(=O)Nc1ccc(F)c(F)c1F" relative_energy_kcal_mol=355.0
C 1.394 -0.166 4.582
N 1.659 0.412 3.145
C 1.873 -0.719 2.158
C 1.834 -0.209 0.847
O 2.339 0.970 0.524
N 1.111 -1.088 0.164
C 0.789 -1.018 -1.128
C 1.587 0.131 -2.127
C 1.246 0.199 -3.431
C 0.173 -0.702 -4.018
C -0.201 -1.790 -3.231
C 0.130 -1.717 -1.846
F -0.750 -2.519 -1.057
C 0.891 1.558 2.865
C -0.312 0.741 2.225
O -1.012 -0.046 2.573
N -0.552 1.250 0.936
C -1.194 1.122 -0.247
C -2.376 -0.042 -0.034
C -3.299 -0.386 -0.936
C -2.888 0.069 -2.354
F -3.754 -0.357 -3.313
C -2.130 1.053 -2.347
F -1.917 1.827 -3.652
C -1.388 1.511 -1.395
F -0.314 2.544 -1.650
H 2.261 -0.834 4.890
H 1.597 0.605 5.383
H 0.313 -0.698 4.669
H 1.126 -1.437 2.343
H 2.833 -1.312 2.578
H 0.642 -1.916 0.564
H 2.078 0.719 -1.642
H 1.596 0.777 -3.957
H -0.006 -0.521 -5.053
H -1.074 -2.439 -3.650
H 1.461 2.296 2.125
H 0.436 1.782 3.774
H 0.238 2.004 0.442
H -2.496 -0.469 1.079
H -3.947 -1.185 -0.798

***

Record 2
43
Properties=species:S:1:pos:R:3 method="wB97M-V/def2-TZVPD" e_homo_ev=-6.58 gap_ev=5.89 fmax_ev_per_a=8.01 lumo_ev=-0.690
C -2.696 1.691 -1.185
N -1.237 1.879 -1.198
C -0.756 3.006 -2.072
C -0.420 1.024 -0.598
C 1.020 1.279 -0.677
C 1.578 2.535 -0.274
C 2.905 2.866 -0.559
C 3.741 1.901 -1.120
C 5.156 2.352 -1.455
F 6.066 1.335 -1.430
F 5.200 2.917 -2.710
F 5.600 3.314 -0.577
C 3.285 0.614 -1.381
C 1.934 0.316 -1.157
H -3.170 2.536 -1.690
H -2.911 0.765 -1.733
H -3.097 1.611 -0.171
H -1.601 3.264 -2.755
H -0.497 3.929 -1.495
H 0.121 2.671 -2.662
H -0.977 0.405 0.407
H 0.964 3.300 0.222
H 3.302 3.868 -0.364
H 3.976 -0.124 -1.792
H 1.571 -0.665 -1.438
F -0.571 -1.203 -1.403
C -0.926 -0.799 -0.126
S 0.218 -1.606 1.095
O 1.361 -2.331 0.565
O 0.408 -0.480 1.993
C -0.922 -2.789 1.853
C -2.221 -2.773 1.368
C -3.226 -3.519 1.972
C -2.909 -4.299 3.077
C -1.606 -4.325 3.567
C -0.604 -3.573 2.960
S -2.632 -1.484 0.179
O -3.310 -0.440 0.929
O -3.255 -2.090 -0.996
H -4.230 -3.458 1.561
H -3.688 -4.899 3.528
H -1.361 -4.958 4.411
H 0.417 -3.566 3.330

***

Record 3
42
Properties=species:S:1:pos:R:3 method="wB97M-V/def2-TZVPD" e_homo_ev="-7.49 / -7.46" gap_ev="7.33 / 7.28" fmax_ev_per_a=1.64 lumo_ev="-0.164 / -0.185" relative_energy_kcal_mol=0.0
Rh 1.625 -1.613 2.160
N 0.607 -0.684 0.540
S 0.410 -1.179 -0.954
C -1.338 -1.041 -1.334
C -1.780 -0.979 -2.650
C -3.143 -0.925 -2.893
C -4.044 -0.939 -1.835
C -3.588 -1.019 -0.529
C -2.223 -1.083 -0.269
C 1.044 0.054 -2.070
C 0.529 1.347 -2.071
C 1.085 2.287 -2.920
C 2.137 1.931 -3.759
C 2.643 0.641 -3.748
C 2.097 -0.310 -2.894
H 0.151 0.200 0.743
H -1.074 -0.956 -3.470
H -3.504 -0.864 -3.912
H -5.106 -0.886 -2.032
H -4.287 -1.033 0.296
H -1.854 -1.166 0.744
H -0.294 1.612 -1.417
H 0.700 3.298 -2.933
H 2.566 2.670 -4.422
H 3.466 0.374 -4.397
H 2.488 -1.319 -2.862
O 3.239 -1.600 2.811
N 2.027 -4.586 1.642
C 1.883 -3.447 1.812
H 2.158 -5.567 1.544
C 2.093 1.172 4.750
S 1.952 1.369 2.954
C 0.208 1.481 2.760
C -0.679 0.474 2.951
S -0.346 -1.157 3.457
S -2.352 0.907 2.700
C -2.120 2.557 2.210
S -3.347 3.544 1.752
S -0.458 3.024 2.268
H 3.157 1.226 4.972
H 1.700 0.204 5.052
H 1.569 1.982 5.253

***

Record 4
38
Properties=species:S:1:pos:R:3 method="wB97M-V/def2-TZVPD" e_homo_ev=-8.44 gap_ev=8.90 fmax_ev_per_a=1.03 lumo_ev=0.467 smiles="NC(=O)c1ccc(NC(=O)CCc2nc3ccccc3s2)cc1" relative_energy_kcal_mol=1.9
N -4.966 -1.144 -0.459
C -4.036 -0.441 0.239
O -4.329 0.547 0.880
C -2.643 -0.955 0.136
C -1.783 -0.763 1.214
C -0.469 -1.176 1.160
C 0.026 -1.754 -0.007
N 1.376 -2.065 -0.184
C 2.405 -1.769 0.667
O 2.285 -1.643 1.862
C 3.743 -1.582 -0.042
C 3.653 -0.492 -1.137
C 2.543 0.459 -0.844
N 1.456 0.496 -1.517
C 0.530 1.332 -0.962
C -0.765 1.543 -1.428
C -1.603 2.364 -0.706
C -1.169 2.987 0.462
C 0.117 2.807 0.933
C 0.960 1.974 0.219
S 2.594 1.501 0.578
C -0.832 -1.952 -1.088
C -2.154 -1.567 -1.014
H -4.761 -2.042 -0.858
H -5.930 -0.866 -0.374
H -2.165 -0.274 2.097
H 0.185 -1.027 2.003
H 1.625 -2.234 -1.150
H 4.072 -2.526 -0.477
H 4.461 -1.288 0.725
H 4.602 0.043 -1.189
H 3.456 -0.934 -2.115
H -1.088 1.051 -2.330
H -2.617 2.520 -1.038
H -1.853 3.614 1.012
H 0.455 3.286 1.838
H -0.447 -2.386 -2.000
H -2.791 -1.700 -1.877

***

Record 5
46
Properties=species:S:1:pos:R:3 method="wB97M-V/def2-TZVPD" e_homo_ev=-8.77 gap_ev=7.05 fmax_ev_per_a=1.13 lumo_ev=-1.723 smiles="CCOB(O)c1cc(P(=O)(O)O)c2c(c1P(O)O)C(=O)C=C(c1ccncc1)C2=O"
C -3.303 -2.530 -1.673
C -2.795 -3.401 -2.819
O -1.431 -3.168 -3.162
B -0.483 -3.334 -2.183
O -0.073 -4.604 -1.805
C 0.148 -2.106 -1.383
C 0.403 -2.353 -0.036
C 0.915 -1.394 0.830
P 1.213 -1.913 2.552
O 2.607 -1.966 2.961
O 0.264 -0.964 3.445
O 0.516 -3.348 2.693
C 1.148 -0.116 0.311
C 0.904 0.160 -1.041
C 0.434 -0.843 -1.918
P 0.173 -0.704 -3.780
O 1.537 -0.041 -4.351
O -0.956 0.499 -3.841
C 1.152 1.586 -1.473
O 1.511 1.916 -2.580
C 0.917 2.622 -0.435
C 1.144 2.371 0.854
C 0.930 3.355 1.935
C 0.443 2.962 3.179
C 0.224 3.931 4.146
N 0.462 5.228 3.975
C 0.941 5.587 2.789
C 1.200 4.707 1.749
C 1.657 1.000 1.191
O 2.439 0.813 2.092
H -2.817 -1.554 -1.687
H -3.167 -2.997 -0.696
H -4.367 -2.348 -1.827
H -3.372 -3.153 -3.710
H -2.990 -4.463 -2.631
H -0.735 -5.090 -1.304
H 0.200 -3.335 0.368
H -0.092 -0.249 2.905
H -0.444 -3.264 2.616
H 1.471 0.908 -4.520
H -1.296 0.728 -2.970
H 0.549 3.595 -0.738
H 0.242 1.924 3.407
H -0.166 3.627 5.111
H 1.134 6.644 2.639
H 1.610 5.073 0.818

***

Record 6
45
Properties=species:S:1:pos:R:3 method="wB97M-V/def2-TZVPD" e_homo_ev=-0.65 gap_ev=4.98 fmax_ev_per_a=0.76 lumo_ev=4.337 charge=-2 relative_energy_kcal_mol=11.0
Ba -0.289 -0.518 -0.730
C -1.902 2.273 3.344
C -1.585 1.218 2.313
N -1.268 1.510 1.097
O -1.303 2.864 0.730
C -1.694 -0.178 2.717
C -2.099 -0.603 4.098
N -1.479 -1.054 1.760
O -1.610 -2.301 1.969
H -1.322 3.183 3.186
H -1.673 1.900 4.339
H -2.966 2.529 3.333
H -1.875 3.335 1.347
H -3.114 -0.287 4.366
H -1.423 -0.234 4.876
H -2.068 -1.692 4.109
Cl 2.760 -2.984 -2.260
C 2.725 -4.175 -1.001
C 2.777 -5.506 -1.362
C 2.788 -6.486 -0.379
C 2.742 -6.095 0.950
C 2.670 -4.753 1.281
Cl 2.603 -4.376 2.985
C 2.643 -3.702 0.336
S 2.497 -2.034 0.743
H 2.818 -5.761 -2.413
H 2.831 -7.535 -0.644
H 2.750 -6.827 1.747
O -0.571 -1.492 -3.217
N -1.712 -1.044 -3.468
O -2.345 -0.626 -2.466
F -1.778 6.378 -2.803
C -1.043 5.221 -2.623
C -0.013 5.204 -1.705
C 0.724 4.045 -1.529
C 0.462 2.852 -2.251
C 1.182 1.636 -2.033
C -0.606 2.941 -3.184
C -1.345 4.097 -3.367
H 0.211 6.098 -1.132
H 1.523 4.038 -0.796
H 2.132 1.758 -1.510
H 1.276 0.994 -2.912
H -0.867 2.059 -3.759
H -2.161 4.127 -4.080

***

Record 7
39
Properties=species:S:1:pos:R:3 method="wB97M-V/def2-TZVPD" e_homo_ev=-2.17 gap_ev=4.92 fmax_ev_per_a=0.78 lumo_ev=2.741 charge=-1 relative_energy_kcal_mol=0.0
Cd -0.919 0.132 -0.430
O 1.811 0.795 -0.613
C 2.063 2.126 -0.911
C 0.830 2.971 -1.166
C 0.954 4.361 -1.217
C -0.166 5.132 -1.436
C -1.397 4.509 -1.584
C -1.434 3.130 -1.513
N -0.345 2.378 -1.328
H 1.394 0.721 0.281
H 2.677 2.145 -1.817
H 2.642 2.622 -0.123
H 1.925 4.814 -1.060
H -0.088 6.212 -1.477
H -2.307 5.071 -1.739
H -2.371 2.592 -1.609
S -3.278 -0.248 -1.374
C -2.707 -1.898 -1.418
C -3.557 -3.017 -1.480
C -3.010 -4.279 -1.497
C -1.625 -4.441 -1.452
C -0.855 -3.300 -1.387
N -1.380 -2.071 -1.376
H -4.628 -2.865 -1.500
H -3.659 -5.148 -1.535
H -1.160 -5.416 -1.456
H 0.226 -3.354 -1.333
N -0.188 0.449 1.471
C 0.704 -0.353 2.057
C 1.317 -1.551 1.540
C 2.269 -2.284 2.235
C 2.706 -1.924 3.506
C 2.115 -0.778 4.066
C 1.170 -0.038 3.395
H 1.004 -1.896 0.556
H 2.684 -3.170 1.759
H 3.448 -2.503 4.041
H 2.406 -0.462 5.066
H 0.729 0.839 3.858

***

Record 8
46
Properties=species:S:1:pos:R:3 method="wB97M-V/def2-TZVPD" spin_multiplicity=2 e_homo_ev="-11.42 / -11.40" gap_ev="6.56 / 6.56" fmax_ev_per_a=2.80 lumo_ev="-4.858 / -4.843" charge=+1 relative_energy_kcal_mol=18.3
Os 0.087 -0.274 -0.306
F -0.771 -3.319 4.074
C -1.247 -2.810 2.938
C -0.494 -1.877 2.247
C -0.968 -1.394 1.038
C -2.250 -1.761 0.568
C -2.951 -2.721 1.298
F -4.133 -3.172 0.849
C -2.474 -3.249 2.475
C -2.679 -1.108 -0.656
C -3.854 -1.358 -1.360
C -4.104 -0.725 -2.559
C -3.159 0.167 -3.054
C -2.008 0.371 -2.341
N -1.755 -0.218 -1.150
H 0.450 -1.559 2.674
H -3.048 -3.983 3.023
H -4.559 -2.073 -0.969
H -5.014 -0.916 -3.110
H -3.326 0.698 -3.980
H -1.241 1.033 -2.718
C 2.806 4.777 2.362
C 1.554 4.808 1.522
O 1.682 3.822 0.449
P 0.549 2.791 0.157
S 1.059 1.706 -1.449
S 0.145 1.502 1.669
O -0.693 3.734 -0.099
C -2.037 3.242 -0.293
C -2.909 4.412 -0.679
H 2.725 5.529 3.147
H 3.679 4.996 1.749
H 2.933 3.799 2.824
H 1.411 5.774 1.042
H 0.672 4.574 2.120
H -2.370 2.772 0.634
H -2.025 2.490 -1.081
H -2.936 5.147 0.124
H -3.921 4.058 -0.875
H -2.520 4.889 -1.577
Cl 4.898 -2.068 -1.677
C 4.052 -2.491 -0.185
Cl 5.080 -2.127 1.218
Cl 3.598 -4.198 -0.172
C 2.838 -1.692 -0.088
N 1.909 -1.041 0.065

***

Record 9
38
Properties=species:S:1:pos:R:3 method="wB97M-V/def2-TZVPD" e_homo_ev=-8.32 gap_ev=8.97 fmax_ev_per_a=0.62 lumo_ev=0.653 smiles="Cc1ccc(C(=O)Nc2cc3c(cc2Cl)OCCCO3)cc1" relative_energy_kcal_mol=31.9
C 1.414 5.000 -0.388
C 1.795 3.647 0.129
C 1.515 2.495 -0.594
C 1.845 1.245 -0.103
C 2.467 1.127 1.135
C 2.880 -0.184 1.695
O 3.939 -0.355 2.263
N 2.034 -1.246 1.501
C 0.716 -1.265 1.033
C 0.349 -2.214 0.085
C -0.941 -2.298 -0.423
C -1.899 -1.363 -0.001
C -1.553 -0.453 0.991
C -0.279 -0.417 1.526
Cl 0.049 0.677 2.820
O -3.173 -1.274 -0.495
C -3.326 -1.592 -1.867
C -3.491 -3.093 -2.117
C -2.480 -3.874 -1.274
O -1.180 -3.314 -1.310
C 2.786 2.281 1.848
C 2.443 3.522 1.354
H 1.070 4.943 -1.418
H 0.614 5.420 0.221
H 2.262 5.681 -0.337
H 1.032 2.574 -1.558
H 1.634 0.367 -0.694
H 2.444 -2.143 1.728
H 1.078 -2.922 -0.276
H -2.310 0.228 1.343
H -4.217 -1.051 -2.194
H -2.461 -1.215 -2.428
H -3.337 -3.287 -3.178
H -4.495 -3.418 -1.841
H -2.370 -4.891 -1.659
H -2.827 -3.928 -0.234
H 3.294 2.182 2.795
H 2.681 4.410 1.922

***

Record 10
40
Properties=species:S:1:pos:R:3 method="wB97M-V/def2-TZVPD" e_homo_ev=-8.61 gap_ev=8.40 fmax_ev_per_a=14.92 lumo_ev=-0.211 relative_energy_kcal_mol=0.0
O -5.662 -1.538 -0.218
C -5.030 -1.225 0.723
O -5.508 -1.460 1.900
H -6.418 -2.115 1.809
C -3.871 -0.623 0.687
H -3.940 0.331 0.226
H -3.788 -0.291 2.037
S -2.575 -1.547 0.190
C -2.777 -1.338 -1.592
C -2.192 -0.008 -1.811
O -3.042 1.185 -1.870
N -0.993 0.224 -2.018
H -0.301 -0.852 -1.781
C -0.189 1.495 -1.817
C 0.161 1.713 -0.557
C -0.443 2.759 0.411
C 0.004 2.858 1.663
C 0.816 2.116 2.325
C 1.511 1.208 1.500
C 1.041 0.932 0.351
O 1.487 -0.198 -0.565
C 2.674 -0.596 -0.074
C 3.875 0.242 0.101
C 5.071 -0.385 0.383
C 5.307 -1.633 -0.147
C 4.308 -2.592 -0.202
C 2.977 -2.250 -0.356
H 2.148 -2.523 -0.606
H 4.276 -3.718 -0.175
H 6.324 -2.275 0.297
H 5.989 0.315 0.373
H 3.712 1.171 -0.005
H 2.117 0.464 2.081
H 1.089 2.208 3.257
H -0.500 3.789 2.140
Cl -1.450 4.071 -0.432
H -0.867 2.166 -2.420
H 0.685 1.374 -2.212
H -3.793 -1.444 -1.734
H -2.231 -2.010 -1.863

***

Record 11
42
Properties=species:S:1:pos:R:3 method="wB97M-V/def2-TZVPD" spin_multiplicity=4 e_homo_ev="-3.07 / -3.04" gap_ev="5.66 / 5.58" fmax_ev_per_a=0.55 lumo_ev="2.589 / 2.543" charge=-1
Co 0.109 0.800 -1.304
O -3.306 3.412 -0.490
C -3.677 2.884 0.698
C -4.789 3.433 1.335
C -5.208 2.945 2.560
C -4.521 1.896 3.164
C -3.420 1.349 2.528
C -2.974 1.827 1.297
C -1.797 1.222 0.622
O -1.551 1.627 -0.634
N -1.089 0.357 1.255
N -0.078 -0.148 0.441
C 0.856 -0.872 1.018
C 1.906 -1.526 0.381
C 2.826 -2.193 1.244
C 3.849 -2.976 0.827
C 3.991 -3.183 -0.591
C 3.196 -2.576 -1.484
C 2.128 -1.541 -1.145
O 1.758 0.281 -2.840
H -2.509 2.902 -0.770
H -5.304 4.251 0.845
H -6.071 3.384 3.046
H -4.845 1.507 4.122
H -2.870 0.532 2.975
H 0.793 -0.971 2.102
H 2.668 -2.062 2.312
H 4.522 -3.452 1.528
H 4.756 -3.864 -0.952
H 3.336 -2.761 -2.547
N -0.309 -1.162 -2.082
C 0.879 -2.051 -1.929
C 2.646 -0.174 -1.767
C 2.797 1.001 -0.776
O 3.811 1.091 -0.116
O 1.813 1.846 -0.847
H -1.088 -1.499 -1.533
H -0.588 -1.119 -3.054
H 1.215 -2.328 -2.929
H 0.581 -2.969 -1.425
H 1.926 1.234 -2.888
H 3.629 -0.354 -2.197

***

Record 12
39
Properties=species:S:1:pos:R:3 method="wB97M-V/def2-TZVPD" e_homo_ev=-9.08 gap_ev=9.13 fmax_ev_per_a=16.45 lumo_ev=0.051 smiles="C=CCOC(=O)[C@H]1CC=CC[C@@H]1C(=O)Oc1ccc(F)cc1F"
C 2.619 -5.038 3.514
C 1.442 -4.376 3.483
C 0.218 -4.562 2.508
O 0.001 -3.346 2.203
C 0.799 -2.681 1.380
O 1.599 -3.345 0.637
C 0.071 -1.491 0.826
C -0.378 -0.586 2.057
C 0.581 -0.202 3.003
C 1.916 -0.156 2.429
C 2.523 -0.325 0.878
C 1.164 -0.654 0.026
C 0.636 0.771 -0.251
O 1.227 1.916 -0.308
O -0.556 0.570 -0.920
C -1.339 1.621 -1.722
C -2.472 2.117 -1.102
C -3.029 3.043 -1.921
C -2.439 3.712 -2.729
F -2.805 4.811 -3.625
C -1.262 3.288 -3.308
C -0.595 2.273 -2.536
F 0.444 1.560 -3.297
H 3.409 -4.832 4.412
H 2.798 -5.828 2.705
H 1.279 -3.877 4.230
H 0.681 -5.206 1.680
H -0.360 -5.124 2.906
H -0.973 -1.572 0.246
H -0.893 0.232 1.746
H -0.966 -1.273 2.715
H 0.479 0.178 3.938
H 2.805 0.270 2.972
H 2.912 -1.187 1.057
H 2.833 0.460 0.588
H 1.491 -1.055 -0.735
H -2.860 1.619 -0.260
H -4.176 3.469 -1.575
H -0.711 3.803 -4.268